# 1
Formula: C42H63N3O24
Source: the OMol25 dataset
Level of theory: the ωB97M-V functional and the def2-TZVPD basis

CARTESIAN COORDINATES (ANGSTROEM)
O  -9.682  -10.630  -5.367
N  -9.333  -11.568  -6.064
O  -8.521  -11.457  -6.962
C  -9.964  -12.878  -5.940
C  -11.148  -13.039  -5.249
C  -11.740  -14.295  -5.137
C  -11.018  -15.384  -5.631
C  -9.887  -15.220  -6.410
C  -9.305  -13.970  -6.486
H  -11.667  -12.197  -4.812
H  -12.748  -14.385  -4.758
H  -11.486  -16.356  -5.490
H  -9.322  -16.068  -6.772
H  -8.343  -13.786  -6.946
O  -17.977  -14.878  -12.520
N  -17.222  -13.979  -12.194
O  -17.254  -12.844  -12.634
C  -16.248  -14.262  -11.151
C  -15.674  -13.244  -10.420
C  -14.989  -13.518  -9.250
C  -14.703  -14.839  -8.922
C  -15.263  -15.859  -9.678
C  -16.014  -15.581  -10.797
H  -15.836  -12.216  -10.720
H  -14.526  -12.725  -8.681
H  -14.015  -14.971  -8.096
H  -15.129  -16.883  -9.357
H  -16.365  -16.369  -11.449
O  -13.884  -8.800  -3.520
N  -12.686  -8.959  -3.416
O  -11.844  -8.218  -3.875
C  -12.225  -10.169  -2.742
C  -10.879  -10.440  -2.618
C  -10.447  -11.526  -1.876
C  -11.369  -12.429  -1.360
C  -12.733  -12.213  -1.587
C  -13.150  -11.053  -2.199
H  -10.170  -9.770  -3.084
H  -9.397  -11.740  -1.720
H  -11.030  -13.190  -0.668
H  -13.435  -12.929  -1.181
H  -14.216  -10.905  -2.316
C  -5.281  -19.965  -3.945
C  -6.236  -20.798  -4.778
O  -7.309  -19.967  -5.220
C  -8.544  -20.345  -4.919
O  -8.850  -21.289  -4.239
O  -9.378  -19.470  -5.456
C  -10.763  -19.650  -5.180
H  -5.793  -19.687  -3.027
H  -4.972  -19.069  -4.485
H  -4.364  -20.527  -3.767
H  -6.604  -21.644  -4.204
H  -5.751  -21.187  -5.674
H  -11.340  -19.085  -5.913
H  -11.033  -19.193  -4.229
H  -11.030  -20.698  -5.289
C  -8.077  -18.486  -2.156
C  -7.502  -17.725  -0.976
O  -6.135  -18.124  -0.756
C  -5.241  -17.603  -1.585
O  -5.409  -16.676  -2.332
O  -4.092  -18.252  -1.424
C  -2.979  -17.765  -2.173
H  -7.571  -18.085  -3.043
H  -9.134  -18.299  -2.326
H  -7.855  -19.551  -2.110
H  -8.013  -17.968  -0.050
H  -7.502  -16.662  -1.215
H  -2.187  -18.492  -2.014
H  -2.676  -16.783  -1.826
H  -3.224  -17.799  -3.234
C  -11.917  -16.692  -2.078
C  -13.103  -17.647  -2.163
O  -13.253  -18.024  -3.539
C  -14.239  -17.530  -4.284
O  -15.035  -16.715  -3.925
O  -14.168  -18.081  -5.494
C  -15.283  -17.812  -6.353
H  -12.171  -15.674  -2.371
H  -11.200  -17.021  -2.832
H  -11.582  -16.679  -1.040
H  -14.042  -17.193  -1.846
H  -12.876  -18.522  -1.563
H  -15.277  -18.575  -7.129
H  -15.138  -16.853  -6.840
H  -16.233  -17.861  -5.833
C  -18.287  -16.718  -3.748
C  -18.164  -16.584  -2.245
O  -19.065  -15.549  -1.812
C  -20.288  -15.900  -1.438
O  -20.743  -17.016  -1.484
O  -20.925  -14.825  -0.994
C  -22.321  -14.956  -0.756
H  -17.905  -15.787  -4.164
H  -19.334  -16.806  -4.031
H  -17.711  -17.574  -4.091
H  -17.188  -16.182  -1.980
H  -18.341  -17.476  -1.648
H  -22.725  -13.971  -0.543
H  -22.514  -15.559  0.131
H  -22.781  -15.374  -1.649
C  -18.947  -13.029  -8.238
C  -18.506  -14.444  -8.514
O  -19.238  -15.272  -7.584
C  -18.967  -16.563  -7.445
O  -18.041  -17.170  -7.923
O  -19.929  -17.067  -6.665
C  -19.835  -18.429  -6.293
H  -18.408  -12.348  -8.895
H  -18.760  -12.759  -7.197
H  -20.021  -12.929  -8.381
H  -17.438  -14.633  -8.447
H  -18.863  -14.708  -9.515
H  -19.768  -19.131  -7.127
H  -20.708  -18.733  -5.722
H  -18.963  -18.590  -5.660
C  -12.922  -18.084  3.104
C  -11.666  -18.451  2.364
O  -12.043  -19.085  1.126
C  -11.061  -19.632  0.413
O  -9.897  -19.613  0.701
O  -11.615  -20.297  -0.584
C  -10.723  -20.830  -1.554
H  -12.593  -17.433  3.916
H  -13.402  -18.937  3.587
H  -13.669  -17.629  2.459
H  -11.039  -19.153  2.911
H  -11.098  -17.548  2.141
H  -11.287  -21.380  -2.301
H  -10.005  -21.539  -1.135
H  -10.134  -20.044  -2.016

SMILES: O=[N+]([O-])c1ccccc1.O=[N+]([O-])c1ccccc1.O=[N+]([O-])c1ccccc1.CCOC(=O)OC.CCOC(=O)OC.CCOC(=O)OC.CCOC(=O)OC.CCOC(=O)OC.CCOC(=O)OC
orbital gap: 0.3499 Eh
HOMO: -10.185 eV

---

# 2
Formula: C42H65N4O3PRuSSeSi
Source: the OMol25 dataset
Level of theory: the ωB97M-V functional and the def2-TZVPD basis

CARTESIAN COORDINATES (ANGSTROEM)
Ru  0.733  0.854  0.631
O  2.533  2.135  1.759
S  3.564  1.190  1.299
O  4.235  0.476  2.345
N  2.907  0.233  0.173
C  3.180  -1.101  0.344
C  4.105  -1.761  -0.439
C  4.483  -3.070  -0.132
C  3.933  -3.735  0.930
C  2.927  -3.125  1.704
C  2.287  -3.759  2.786
C  1.290  -3.098  3.450
C  0.916  -1.817  3.020
N  1.503  -1.182  2.035
C  2.521  -1.800  1.397
C  4.785  2.106  0.361
C  5.789  2.763  1.046
C  6.788  3.407  0.336
C  6.757  3.413  -1.049
C  5.736  2.766  -1.726
C  4.748  2.098  -1.020
H  4.575  -1.225  -1.250
H  5.254  -3.540  -0.720
H  4.253  -4.733  1.187
H  2.591  -4.756  3.069
H  0.784  -3.544  4.293
H  0.093  -1.321  3.514
H  5.779  2.742  2.124
H  7.584  3.908  0.865
H  7.538  3.910  -1.602
H  5.704  2.782  -2.803
H  3.957  1.573  -1.533
O  -1.140  -0.681  0.442
P  -1.619  -1.412  -0.780
C  -0.300  -1.043  -2.069
C  0.908  -1.968  -1.903
C  0.804  -3.269  -2.695
C  0.502  -2.990  -4.162
C  -0.800  -2.205  -4.274
C  -0.681  -0.876  -3.535
C  -3.223  -0.602  -1.275
C  -4.038  -1.195  -2.417
C  -5.024  -0.133  -2.926
C  -5.502  0.769  -1.781
C  -5.548  -0.010  -0.469
C  -4.143  -0.479  -0.053
C  -1.721  -3.207  -0.297
C  -2.148  -3.325  1.165
C  -1.979  -4.767  1.634
C  -2.807  -5.704  0.756
C  -2.409  -5.560  -0.710
C  -2.575  -4.112  -1.174
H  0.010  -0.041  -1.681
H  1.055  -2.179  -0.837
H  1.794  -1.425  -2.242
H  0.012  -3.899  -2.294
H  1.742  -3.818  -2.598
H  0.424  -3.932  -4.706
H  1.316  -2.415  -4.605
H  -1.614  -2.799  -3.852
H  -1.036  -2.015  -5.322
H  -1.600  -0.294  -3.625
H  0.115  -0.292  -4.006
H  -2.876  0.402  -1.564
H  -4.595  -2.052  -2.040
H  -3.412  -1.541  -3.236
H  -5.875  -0.635  -3.389
H  -4.552  0.478  -3.698
H  -6.494  1.159  -2.008
H  -4.830  1.622  -1.668
H  -6.213  -0.866  -0.594
H  -5.975  0.615  0.315
H  -4.220  -1.449  0.441
H  -3.708  0.212  0.671
H  -0.677  -3.538  -0.344
H  -3.195  -3.041  1.277
H  -1.544  -2.652  1.776
H  -2.293  -4.856  2.676
H  -0.923  -5.042  1.576
H  -3.865  -5.456  0.869
H  -2.667  -6.736  1.080
H  -3.032  -6.210  -1.326
H  -1.370  -5.874  -0.843
H  -3.625  -3.827  -1.094
H  -2.288  -4.028  -2.223
C  -1.803  2.459  1.450
C  -2.902  2.994  2.409
N  -2.360  3.097  3.747
C  -2.024  1.785  4.255
C  -1.039  1.097  3.262
N  -0.641  2.064  2.245
C  -0.076  3.245  2.884
C  -1.179  3.930  3.742
H  -1.494  3.226  0.732
H  -2.152  1.591  0.884
H  -3.761  2.322  2.437
H  -3.249  3.978  2.093
H  -2.941  1.204  4.374
H  -1.562  1.902  5.236
H  -1.513  0.249  2.757
H  -0.142  0.764  3.791
H  0.293  3.913  2.104
H  0.775  2.930  3.491
H  -1.442  4.909  3.340
H  -0.840  4.062  4.768
C  0.238  6.034  -1.316
Si  1.727  4.965  -0.764
C  3.179  5.130  -1.991
C  2.262  5.332  1.032
Se  0.909  2.701  -0.891
H  0.484  7.088  -1.234
H  -0.647  5.851  -0.715
H  -0.015  5.833  -2.352
H  3.295  6.170  -2.282
H  3.002  4.549  -2.890
H  4.114  4.798  -1.550
H  3.098  6.021  1.056
H  2.564  4.418  1.536
H  1.461  5.790  1.605

2S+1: 2
total charge: +1
orbital gap (spin up / spin down): 0.2566 / 0.2228 Eh
HOMO (spin up / spin down): -10.343 / -10.381 eV

---

# 3
Formula: C42H66N3OP2RhSSb
Source: the OMol25 dataset
Level of theory: the ωB97M-V functional and the def2-TZVPD basis

CARTESIAN COORDINATES (ANGSTROEM)
Rh  0.404  0.071  0.002
C  -2.215  -1.544  3.911
C  -1.660  -1.471  2.489
C  -1.332  -2.875  1.983
P  -0.175  -0.383  2.307
C  -0.401  1.032  3.445
C  0.883  1.852  3.503
C  -1.576  1.877  2.945
C  1.143  -1.407  3.022
C  1.380  -1.550  4.377
C  2.378  -2.405  4.835
C  3.156  -3.120  3.931
C  2.945  -2.994  2.575
C  1.926  -2.144  2.098
N  1.709  -1.884  0.787
C  2.257  -2.604  -0.255
C  2.260  -3.998  -0.321
C  2.687  -4.618  -1.482
C  3.122  -3.861  -2.561
C  3.146  -2.472  -2.486
C  2.715  -1.827  -1.340
P  2.658  -0.047  -0.956
C  2.982  0.944  -2.473
C  1.853  0.701  -3.477
C  4.361  0.844  -3.129
C  4.078  0.166  0.220
C  4.368  1.646  0.450
C  5.338  -0.629  -0.116
H  -3.024  -2.275  3.943
H  -2.619  -0.595  4.256
H  -1.456  -1.877  4.621
H  -2.405  -1.022  1.826
H  -0.720  -3.407  2.714
H  -0.800  -2.861  1.031
H  -2.256  -3.439  1.848
H  -0.634  0.641  4.440
H  1.239  2.075  2.493
H  1.681  1.334  4.035
H  0.700  2.803  4.004
H  -1.387  2.250  1.937
H  -1.724  2.728  3.609
H  -2.508  1.316  2.905
H  0.795  -0.990  5.093
H  2.555  -2.502  5.896
H  3.944  -3.765  4.294
H  3.581  -3.511  1.872
H  1.870  -4.574  0.506
H  2.667  -5.697  -1.553
H  3.442  -4.351  -3.469
H  3.489  -1.911  -3.342
H  2.872  1.971  -2.095
H  1.886  -0.309  -3.885
H  1.942  1.401  -4.308
H  0.867  0.831  -3.022
H  4.634  -0.175  -3.389
H  5.149  1.243  -2.495
H  4.359  1.426  -4.052
H  3.669  -0.227  1.159
H  4.830  2.115  -0.419
H  5.059  1.758  1.287
H  3.460  2.197  0.693
H  5.767  -0.332  -1.071
H  5.147  -1.701  -0.157
H  6.092  -0.452  0.652
C  -1.945  -5.007  -2.705
C  -1.654  -4.339  -1.372
N  -2.530  -3.208  -1.095
C  -3.923  -3.523  -0.773
C  -4.883  -3.226  -1.913
C  -2.130  -1.929  -1.092
S  -0.512  -1.565  -1.634
N  -3.049  -1.051  -0.733
C  -2.855  0.260  -0.589
O  -1.822  0.858  -0.217
C  -4.088  1.066  -0.834
C  -3.972  2.316  -1.423
C  -5.104  3.068  -1.694
C  -6.356  2.578  -1.352
C  -6.476  1.330  -0.757
C  -5.347  0.565  -0.514
H  -1.228  -5.809  -2.878
H  -1.858  -4.289  -3.519
H  -2.942  -5.445  -2.736
H  -0.626  -3.982  -1.351
H  -1.777  -5.054  -0.552
H  -4.212  -2.960  0.115
H  -3.946  -4.584  -0.516
H  -4.862  -2.167  -2.163
H  -5.896  -3.491  -1.612
H  -4.634  -3.800  -2.803
H  -2.990  2.683  -1.676
H  -5.011  4.033  -2.172
H  -7.240  3.168  -1.553
H  -7.452  0.949  -0.491
H  -5.429  -0.419  -0.077
C  -2.246  4.627  0.302
C  -0.752  4.655  0.565
Sb  0.467  3.218  -0.479
C  2.254  4.386  -0.115
C  2.623  4.579  1.349
C  0.304  4.016  -2.473
C  -0.896  3.592  -3.303
H  -2.747  5.431  0.844
H  -2.690  3.684  0.619
H  -2.475  4.758  -0.754
H  -0.553  4.501  1.627
H  -0.312  5.617  0.294
H  2.034  5.352  -0.573
H  3.081  3.961  -0.683
H  1.809  5.046  1.903
H  3.496  5.223  1.453
H  2.855  3.637  1.849
H  1.234  3.721  -2.964
H  0.342  5.099  -2.349
H  -0.979  2.506  -3.375
H  -0.825  3.984  -4.319
H  -1.826  3.967  -2.881

2S+1: 5
total charge: +1
orbital gap (spin up / spin down): 0.2855 / 0.2076 Eh
HOMO (spin up / spin down): -9.518 / -10.248 eV

---

The records above give, respectively, E_tot values of -98178.695, -152638.588, -90097.127 eV.